(1)
Below is a molecular structure, C46H39HfIN4O2P2 at a distorted geometry, with properties calculated with ωB97M-V with the def2-TZVPD basis set.

Atoms and positions in Å:
Hf 0.42522 -0.60740 0.06187
I 2.83225 -0.09611 -1.58184
C 2.76302 1.69392 -2.78454
C 3.77543 1.76974 -3.75452
C 3.93892 2.77132 -4.65518
C 3.03456 3.79380 -4.59959
C 2.11669 3.85639 -3.52281
C 1.48682 5.15071 -3.43923
C 0.76502 5.48072 -2.31090
C 0.66278 4.49620 -1.32857
C 1.14961 3.19710 -1.42720
P 0.59070 2.12516 -0.04088
C 0.64402 2.99540 1.49389
C -0.21377 4.03160 1.93362
C 0.05176 4.80311 3.02603
C 1.01649 4.42017 3.92858
C 1.80775 3.33752 3.60714
C 1.69999 2.63578 2.40883
C -1.11684 1.55672 -0.47440
C -2.36296 1.99322 -0.07971
C -3.46092 1.65568 -0.86516
C -3.35081 0.80597 -1.96330
C -2.14352 0.24063 -2.29628
C -1.02272 0.64196 -1.56987
C 1.99871 2.84750 -2.55427
H 4.50306 0.98683 -3.84106
H 4.62524 2.67689 -5.49729
H 3.14013 4.56154 -5.34267
H 1.64472 5.75562 -4.28811
H 0.25967 6.42996 -2.21998
H 0.07620 4.66300 -0.39932
H -1.08051 4.32485 1.32353
H -0.65389 5.59201 3.25419
H 1.17360 4.89418 4.85872
H 2.49659 3.04872 4.39009
H 2.37364 1.84791 2.10242
H -2.59958 2.68342 0.76837
H -4.41353 1.98126 -0.51536
H -4.22403 0.49507 -2.58277
H -2.00316 -0.35857 -3.21191
H -0.04151 0.70433 -2.05507
N -0.00472 -0.59867 3.64884
P -1.03695 -0.18179 2.38259
C -2.40547 0.66534 3.04877
C -3.68231 0.01529 3.14830
C -4.78492 0.74992 3.62440
C -4.62420 2.02152 4.12398
C -3.35401 2.68803 4.09828
C -2.33317 2.00425 3.46414
C -1.48615 -1.77149 1.65784
C -1.06629 -3.07805 2.20360
C -1.44143 -4.19262 1.57939
C -2.19435 -4.10781 0.41846
C -2.53929 -2.93153 -0.20616
C -2.22148 -1.73496 0.43612
C 1.32839 -0.70502 3.37254
C 2.31185 -0.61365 4.36524
C 3.61685 -0.83514 3.97566
C 3.98876 -1.11693 2.65337
C 2.91869 -1.13696 1.74335
N 1.62513 -0.85108 2.04003
H -0.27830 -0.32459 4.62179
H -3.67862 -1.06942 3.13771
H -5.74509 0.31007 3.66574
H -5.53051 2.51960 4.51018
H -3.28780 3.70912 4.48168
H -1.39199 2.46349 3.16901
H -0.60850 -3.12681 3.22583
H -1.14038 -5.17105 1.97402
H -2.36366 -5.02913 -0.10450
H -2.99523 -3.02657 -1.19577
H -2.75306 -0.73961 0.24616
H 2.06789 -0.45792 5.44956
H 4.37454 -0.75818 4.71436
H 5.01731 -1.37651 2.39608
H 3.06619 -1.28651 0.69604
O 0.72021 -6.60573 -4.83795
C -0.50878 -6.25850 -4.26647
N -0.86397 -4.83709 -4.62774
C -0.50968 -3.68701 -3.93543
O -0.84111 -2.55988 -4.23333
C 0.42845 -3.78219 -2.73015
C 1.53271 -4.60166 -2.54463
C 2.40378 -4.50881 -1.43244
C 2.08387 -3.55401 -0.50103
N 1.02871 -2.67740 -0.67343
C 0.24526 -2.81468 -1.79725
H 0.53410 -7.04824 -5.66157
H -0.41990 -6.28695 -3.22047
H -1.31339 -6.93336 -4.48817
H -1.57183 -4.67903 -5.36645
H 1.80152 -5.41620 -3.32195
H 3.24753 -5.20449 -1.32958
H 2.79637 -3.26379 0.27221
H -0.52642 -2.08944 -2.02634

## Properties
Charge: +4
Kohn-Sham gap (eV): 5.739
Lowest unoccupied orbital energy (eV): -11.92

Formally, the Löwdin partial charges of the atoms, in units of the elementary charge, are as follows: atom 1 (Hf): 1.37, atom 2 (I): 1.25, atom 3 (C): -0.48, atom 4 (C): -0.13, atom 5 (C): -0.03, atom 6 (C): 0.03, atom 7 (C): -0.13, atom 8 (C): 0.06, atom 9 (C): 0.00, atom 10 (C): -0.06, atom 11 (C): -0.26, atom 12 (P): 0.99, atom 13 (C): -0.38, atom 14 (C): -0.14, atom 15 (C): -0.05, atom 16 (C): -0.01, atom 17 (C): -0.05, atom 18 (C): -0.07, atom 19 (C): -0.42, atom 20 (C): -0.06, atom 21 (C): 0.01, atom 22 (C): -0.01, atom 23 (C): -0.04, atom 24 (C): -0.28, atom 25 (C): -0.21, atom 26 (H): 0.10, atom 27 (H): 0.15, atom 28 (H): 0.14, atom 29 (H): 0.12, atom 30 (H): 0.13, atom 31 (H): 0.10, atom 32 (H): 0.12, atom 33 (H): 0.14, atom 34 (H): 0.12, atom 35 (H): 0.12, atom 36 (H): 0.08, atom 37 (H): 0.13, atom 38 (H): 0.13, atom 39 (H): 0.16, atom 40 (H): 0.14, atom 41 (H): 0.07, atom 42 (N): -0.07, atom 43 (P): 0.98, atom 44 (C): -0.37, atom 45 (C): -0.03, atom 46 (C): -0.04, atom 47 (C): -0.01, atom 48 (C): 0.00, atom 49 (C): -0.11, atom 50 (C): -0.40, atom 51 (C): -0.04, atom 52 (C): -0.05, atom 53 (C): -0.02, atom 54 (C): -0.05, atom 55 (C): -0.16, atom 56 (C): -0.36, atom 57 (C): 0.04, atom 58 (C): 0.00, atom 59 (C): 0.02, atom 60 (C): -0.20, atom 61 (N): -0.06, atom 62 (H): 0.17, atom 63 (H): 0.11, atom 64 (H): 0.11, atom 65 (H): 0.14, atom 66 (H): 0.13, atom 67 (H): 0.07, atom 68 (H): 0.14, atom 69 (H): 0.15, atom 70 (H): 0.13, atom 71 (H): 0.14, atom 72 (H): 0.13, atom 73 (H): 0.16, atom 74 (H): 0.13, atom 75 (H): 0.14, atom 76 (H): -0.05, atom 77 (O): -0.01, atom 78 (C): -0.21, atom 79 (N): 0.14, atom 80 (C): -0.41, atom 81 (O): 0.07, atom 82 (C): -0.08, atom 83 (C): 0.07, atom 84 (C): 0.03, atom 85 (C): -0.10, atom 86 (N): -0.12, atom 87 (C): -0.13, atom 88 (H): 0.11, atom 89 (H): 0.10, atom 90 (H): 0.14, atom 91 (H): 0.17, atom 92 (H): 0.16, atom 93 (H): 0.15, atom 94 (H): 0.11, atom 95 (H): 0.09

(2)
Below is a molecular structure, C46H39KN5OS4 at a distorted geometry, with properties calculated with ωB97M-V with the def2-TZVPD basis set.

Atoms and positions in Å:
K 1.46331 0.45606 2.53375
C 2.49505 -2.80379 3.56022
C 2.94289 -2.04270 4.65169
C 4.30011 -1.73953 4.43420
C 4.69085 -2.33604 3.21353
C 3.56940 -2.99067 2.67073
H 1.47609 -3.15745 3.42581
H 2.34694 -1.72556 5.49807
H 4.92206 -1.14275 5.09033
H 5.67601 -2.29648 2.76151
H 3.58181 -3.55210 1.74203
O 1.26790 2.91576 1.98759
N 2.40727 3.56058 2.13662
C 2.82549 4.30036 1.07941
C 3.97043 5.04792 1.09300
C 4.73778 5.02775 2.26365
C 4.32130 4.26284 3.31763
C 3.13655 3.47237 3.30673
S 2.66510 2.51976 4.60960
H 2.16694 4.21381 0.22899
H 4.25505 5.61234 0.21654
H 5.65608 5.59676 2.33880
H 4.89882 4.21518 4.22938
N -0.77481 -0.76833 2.92286
S -1.69493 -0.40711 1.87984
N -1.18838 0.59349 0.57891
S -1.07388 0.44066 -0.92750
N -0.09386 -0.46751 -1.70849
S 1.37077 -0.97672 -1.04526
N 1.70947 -0.80045 0.33976
C 1.26015 -2.70345 -1.56802
C 0.82184 -3.11516 -2.81635
C 0.75499 -4.47269 -3.09055
C 1.12675 -5.39873 -2.12307
C 1.56854 -4.97405 -0.87710
C 1.63888 -3.61615 -0.59278
C 2.51898 -0.27335 -2.23163
C 3.83889 -0.67471 -2.04895
C 4.83388 -0.11009 -2.82720
C 4.51247 0.86167 -3.76961
C 3.19706 1.26393 -3.93231
C 2.19057 0.69327 -3.16193
C -2.63245 -0.02184 -1.70919
C -2.72220 -1.15003 -2.50174
C -3.94688 -1.47063 -3.07124
C -5.05486 -0.66748 -2.84842
C -4.94811 0.46643 -2.04842
C -3.73323 0.79357 -1.47556
C -0.88567 2.13866 -1.47918
C -0.48703 3.12126 -0.59494
C -0.34597 4.41977 -1.08012
C -0.58797 4.71027 -2.41196
C -0.96849 3.69853 -3.29179
C -1.11708 2.40633 -2.82691
C -3.10641 0.59006 2.37743
C -3.32921 1.88991 1.95416
C -4.38966 2.60910 2.48947
C -5.21919 2.02959 3.43709
C -4.97404 0.73424 3.87663
C -3.90666 0.01872 3.36040
C -2.42386 -1.77544 0.95983
C -3.76833 -1.92478 0.66293
C -4.17966 -3.05324 -0.03394
C -3.25189 -4.00151 -0.44188
C -1.90439 -3.84093 -0.13881
C -1.48990 -2.73550 0.58465
H 0.53423 -2.38305 -3.56202
H 0.41240 -4.81255 -4.06061
H 1.07253 -6.45696 -2.34818
H 1.86190 -5.68701 -0.11730
H 1.96818 -3.24409 0.37593
H 4.08109 -1.39536 -1.27550
H 5.86239 -0.41345 -2.68305
H 5.29400 1.31330 -4.36762
H 2.94533 2.03001 -4.65523
H 1.16210 1.00351 -3.28367
H -1.84734 -1.76845 -2.65131
H -4.03181 -2.35828 -3.68481
H -6.00666 -0.92313 -3.29643
H -5.81164 1.09424 -1.87089
H -3.63807 1.67434 -0.85416
H -0.22899 2.90623 0.43943
H -0.03711 5.19925 -0.39498
H -0.47623 5.72460 -2.77369
H -1.15074 3.92116 -4.33520
H -1.41813 1.61132 -3.49936
H -2.65283 2.34470 1.24369
H -4.55380 3.63136 2.17252
H -6.04481 2.59381 3.85242
H -5.60367 0.28901 4.63599
H -3.68509 -0.97659 3.72716
H -4.48883 -1.17473 0.96254
H -5.22960 -3.18382 -0.26576
H -3.58078 -4.87402 -0.99315
H -1.17410 -4.57687 -0.45288
H -0.45136 -2.60249 0.87721

## Properties
Charge: -1
Kohn-Sham gap (eV): 3.961
Lowest unoccupied orbital energy (eV): 1.63

Formally, the Löwdin partial charges of the atoms, in units of the elementary charge, are as follows: atom 1 (K): 0.59, atom 2 (C): -0.24, atom 3 (C): -0.23, atom 4 (C): -0.21, atom 5 (C): -0.22, atom 6 (C): -0.24, atom 7 (H): 0.06, atom 8 (H): 0.06, atom 9 (H): 0.06, atom 10 (H): 0.05, atom 11 (H): 0.04, atom 12 (O): -0.32, atom 13 (N): -0.24, atom 14 (C): -0.05, atom 15 (C): -0.10, atom 16 (C): -0.11, atom 17 (C): -0.12, atom 18 (C): -0.76, atom 19 (S): 0.55, atom 20 (H): 0.11, atom 21 (H): 0.09, atom 22 (H): 0.09, atom 23 (H): 0.09, atom 24 (N): -0.32, atom 25 (S): 0.72, atom 26 (N): -0.36, atom 27 (S): 0.85, atom 28 (N): -0.37, atom 29 (S): 0.71, atom 30 (N): -0.33, atom 31 (C): -0.31, atom 32 (C): -0.08, atom 33 (C): -0.09, atom 34 (C): -0.09, atom 35 (C): -0.07, atom 36 (C): -0.07, atom 37 (C): -0.29, atom 38 (C): -0.05, atom 39 (C): -0.07, atom 40 (C): -0.09, atom 41 (C): -0.08, atom 42 (C): -0.07, atom 43 (C): -0.30, atom 44 (C): -0.06, atom 45 (C): -0.07, atom 46 (C): -0.08, atom 47 (C): -0.06, atom 48 (C): -0.06, atom 49 (C): -0.29, atom 50 (C): -0.05, atom 51 (C): -0.06, atom 52 (C): -0.07, atom 53 (C): -0.08, atom 54 (C): -0.09, atom 55 (C): -0.30, atom 56 (C): -0.07, atom 57 (C): -0.07, atom 58 (C): -0.08, atom 59 (C): -0.07, atom 60 (C): -0.08, atom 61 (C): -0.30, atom 62 (C): -0.07, atom 63 (C): -0.09, atom 64 (C): -0.08, atom 65 (C): -0.05, atom 66 (C): -0.06, atom 67 (H): 0.11, atom 68 (H): 0.10, atom 69 (H): 0.10, atom 70 (H): 0.11, atom 71 (H): 0.09, atom 72 (H): 0.12, atom 73 (H): 0.11, atom 74 (H): 0.10, atom 75 (H): 0.10, atom 76 (H): 0.08, atom 77 (H): 0.10, atom 78 (H): 0.11, atom 79 (H): 0.10, atom 80 (H): 0.11, atom 81 (H): 0.11, atom 82 (H): 0.08, atom 83 (H): 0.11, atom 84 (H): 0.10, atom 85 (H): 0.10, atom 86 (H): 0.12, atom 87 (H): 0.09, atom 88 (H): 0.10, atom 89 (H): 0.10, atom 90 (H): 0.10, atom 91 (H): 0.12, atom 92 (H): 0.11, atom 93 (H): 0.11, atom 94 (H): 0.10, atom 95 (H): 0.10, atom 96 (H): 0.10